# 1
Density functional theory data (ωB97M-V with the def2-TZVPD basis set) for an isolated molecule of C7H11NO.

Results
**DFT total energy**: -10970.6704 eV
**Orbital gap**: 8.04 eV
**Max |F|**: 0.05101 hartree/bohr
**E_LUMO**: 0.317 eV

Structure (XYZ):
```
20
Properties=species:S:1:pos:R:3:forces:R:3:nbo_charge:R:1
C -0.722190 0.514479 1.158597 -1.0 -0.6 -1.6 -0.03
C -1.632434 1.691102 1.400591 0.1 -0.3 0.1 -0.63
C 0.200767 -1.801639 -1.890592 0.2 0.1 0.0 -0.65
N -1.250772 -0.811520 0.942317 -0.6 -0.9 0.3 -0.60
C 1.811572 0.970801 0.209024 -0.3 1.0 0.1 0.24
C 0.415129 -0.667954 -0.936835 0.9 -0.3 0.1 0.16
C -0.787296 -0.162125 -0.272103 0.2 1.7 2.0 -0.14
C 1.637789 -0.170860 -0.642038 0.0 -0.7 -0.3 -0.42
O 2.993526 1.125389 0.738818 0.6 -0.4 0.0 -0.64
H 3.648368 0.407339 0.553987 -0.2 0.0 -0.1 0.43
H -2.264825 -0.863897 0.988979 0.1 0.0 -0.1 0.35
H 0.157045 0.500200 1.788520 0.1 0.1 -0.5 0.22
H -1.550932 0.198988 -0.959728 0.0 0.2 0.2 0.20
H 2.528694 -0.628522 -1.091944 0.0 -0.1 -0.1 0.18
H -1.965215 1.704340 2.438997 0.0 0.1 0.1 0.21
H -1.096285 2.614599 1.196752 0.0 0.1 0.0 0.23
H -2.513124 1.653663 0.761582 -0.1 0.0 -0.1 0.20
H -0.611677 -1.559626 -2.577986 0.0 0.0 0.0 0.22
H 1.099688 -2.017685 -2.464040 0.0 -0.1 0.0 0.22
H -0.097828 -2.697073 -1.342899 0.0 0.0 0.0 0.24
```
Positions in Å, forces in eV/Å.

# 2
Density functional theory data (ωB97M-V with the def2-TZVPD basis set) for the ion C6H12NO with charge -1.

Results
**DFT total energy**: -9952.5812 eV
**Orbital gap**: 5.87 eV
**Max |F|**: 0.03983 hartree/bohr
**E_LUMO**: 3.572 eV
**SMILES string**: C=CCCCNC[O-]
**Charge**: -1

Structure (XYZ):
```
20
Properties=species:S:1:pos:R:3:forces:R:3:nbo_charge:R:1
C 0.529604 0.757490 -0.538229 -0.2 -2.0 -0.5 -0.24
N 1.331920 0.803698 0.682519 -0.2 0.0 0.3 -0.71
C 2.811573 0.857002 0.392120 1.0 0.9 -1.2 0.12
O 3.174426 1.727867 -0.577065 -0.3 -0.3 0.7 -0.97
C 0.173636 -0.766560 -0.839740 0.6 1.1 -0.8 -0.41
C -1.307788 -1.131566 -0.672105 1.3 -0.4 1.5 -0.45
C -1.770140 -0.676147 0.690552 -0.9 -0.8 -0.1 -0.14
C -3.030772 -0.319492 0.913664 -0.7 0.9 -0.5 -0.44
H 1.110284 1.104561 -1.394218 0.0 0.5 0.1 0.22
H -0.432676 1.274034 -0.450822 0.3 0.4 0.1 0.17
H 1.103262 1.659365 1.165342 0.1 0.3 0.0 0.34
H 3.345498 1.018882 1.363115 -0.6 0.3 0.2 0.07
H 3.165004 -0.158901 0.137729 -0.5 -0.7 -0.1 0.07
H 0.422394 -1.048563 -1.872533 0.2 0.3 0.0 0.18
H 0.914899 -1.270007 -0.212794 -0.6 -0.6 0.2 0.22
H -1.895032 -0.651860 -1.446921 -0.2 -0.2 -0.2 0.20
H -1.349094 -2.235471 -0.689519 -0.4 0.3 -0.4 0.20
H -1.042940 -0.813365 1.483761 0.0 0.5 0.1 0.22
H -3.768031 -0.307262 0.101817 0.5 -0.1 -0.2 0.17
H -3.486026 0.176292 1.763318 0.6 -0.5 0.7 0.19
```
Positions in Å, forces in eV/Å.

# 3
Density functional theory data (ωB97M-V with the def2-TZVPD basis set) for a cluster of 2 separate species, C6H11NO2 in total.

Results
**DFT total energy**: -11977.9421 eV
**Orbital gap**: 9.50 eV
**Max |F|**: 0.12833 hartree/bohr
**E_LUMO**: 0.757 eV
**SMILES string**: C=[N+]([O-])O.CC1(C)C=C1

Structure (XYZ):
```
20
Properties=species:S:1:pos:R:3:forces:R:3:nbo_charge:R:1
C 0.697036 -0.745710 -0.302355 -0.9 4.0 -1.0 -0.19
C 0.301983 0.401421 -0.872074 0.7 -4.0 2.1 -0.17
C 0.548641 0.470918 0.569609 2.0 0.5 0.5 -0.10
C -0.534615 0.594613 1.604605 -1.3 0.4 1.3 -0.62
C 1.866941 1.226598 0.906671 -3.8 1.6 5.2 -0.60
C -1.984376 -1.387775 -1.568922 0.5 0.4 -0.4 -0.25
N -1.487109 -1.431612 -2.770090 -0.1 0.2 -1.2 0.38
O -0.994245 -2.668100 -3.137776 0.4 -2.1 1.1 -0.57
O -1.364607 -0.589211 -3.672526 -0.4 0.7 0.6 -0.50
H -0.755590 -2.768151 -4.083947 -0.5 1.4 0.5 0.51
H 1.075503 -1.712619 -0.350840 0.4 -1.4 -0.2 0.22
H -0.016643 0.873185 -1.724057 -0.6 1.1 -1.9 0.23
H -0.078569 0.570548 2.715697 -1.2 0.0 -2.5 0.22
H -1.354283 -0.257290 1.481755 1.6 1.9 0.4 0.21
H -0.998352 1.649115 1.400958 0.4 -1.9 0.9 0.21
H 1.667723 2.310081 1.372909 0.0 -2.1 -0.9 0.19
H 2.406220 1.438406 0.106880 2.6 0.3 -3.7 0.20
H 2.401249 0.731268 1.712437 0.4 -0.2 -0.1 0.21
H -1.797359 -2.245699 -0.962093 -0.2 -0.4 0.1 0.21
H -2.275116 -0.446605 -1.098856 0.0 -0.4 -0.8 0.23
```
Positions in Å, forces in eV/Å.